[1]
{
  "formula": "C12H46AlB4N2O4",
  "method": "ωB97M-V/def2-TZVPD",
  "e_above_lowest_kcal_mol": 112.9,
  "e_tot_ha": -1236.40909,
  "homo_lumo_gap_ev": 4.17,
  "lumo_ev": -0.834,
  "fmax_ev_per_a": 5.283,
  "charge": -1,
  "elements": ["Al", "B", "H", "H", "H", "H", "B", "H", "H", "H", "H", "B", "H", "H", "H", "H", "B", "H", "H", "H", "H", "C", "O", "C", "C", "N", "C", "C", "O", "C", "H", "H", "H", "H", "H", "H", "H", "H", "H", "H", "H", "H", "H", "H", "H", "C", "O", "C", "C", "N", "C", "C", "O", "C", "H", "H", "H", "H", "H", "H", "H", "H", "H", "H", "H", "H", "H", "H", "H"],
  "positions_angstrom": [[-10.21572, 28.71964, 10.55815], [-11.47439, 26.10838, 9.21855], [-12.05335, 25.19909, 9.26581], [-11.26228, 26.28375, 8.17524], [-12.00058, 26.94436, 9.65271], [-10.50493, 25.96189, 9.66902], [-12.87581, 27.57918, 11.93783], [-11.84308, 27.26982, 11.98253], [-12.99130, 28.24748, 12.77704], [-13.04514, 28.11324, 11.01569], [-13.52195, 26.73090, 12.10264], [-13.08800, 29.41902, 8.73299], [-12.55528, 30.33742, 8.92536], [-13.84832, 29.33256, 9.49371], [-13.63877, 29.56117, 7.81611], [-12.39870, 28.59063, 8.78685], [-8.08433, 30.95203, 10.55880], [-8.62721, 30.65065, 9.67636], [-7.46275, 30.11449, 10.83521], [-7.46675, 31.82740, 10.43018], [-8.74845, 31.02475, 11.40609], [-10.66038, 32.84731, 9.25205], [-11.10672, 31.90553, 10.18710], [-12.20397, 32.40118, 10.90862], [-12.90995, 31.26042, 11.59758], [-11.94410, 30.31931, 12.37661], [-11.40198, 30.80850, 13.64761], [-10.40767, 29.72575, 14.28169], [-9.56674, 29.15547, 13.33040], [-8.09776, 29.15674, 13.68079], [-10.22491, 33.72778, 9.72452], [-11.47197, 33.22847, 8.63226], [-9.94933, 32.29751, 8.63541], [-13.05691, 32.90912, 10.45850], [-11.73317, 33.01635, 11.67543], [-13.35911, 30.64649, 10.81691], [-13.70997, 31.63371, 12.23691], [-12.57229, 29.59597, 12.69638], [-12.17922, 30.97639, 14.39314], [-10.78817, 31.68243, 13.42948], [-11.00435, 28.99416, 14.82653], [-9.78203, 30.02871, 15.12128], [-7.52985, 28.64713, 12.90241], [-8.05349, 28.57834, 14.60361], [-7.89505, 30.21553, 13.84194], [-9.79415, 25.89827, 12.69563], [-8.97300, 26.58901, 11.78894], [-8.04525, 25.75393, 11.18688], [-7.03064, 26.62754, 10.46845], [-7.66451, 27.54027, 9.54456], [-8.08460, 26.93875, 8.28195], [-8.59696, 27.81909, 7.19768], [-9.37483, 28.89356, 7.74186], [-9.30342, 29.97114, 6.68965], [-9.32816, 25.08085, 13.24589], [-10.61543, 25.40988, 12.17114], [-10.28667, 26.52223, 13.44140], [-8.66270, 25.03077, 10.65406], [-7.69609, 25.01357, 11.90665], [-6.33347, 25.95366, 9.97052], [-6.48826, 27.25376, 11.17681], [-7.02601, 28.29445, 9.33567], [-8.86747, 26.20226, 8.46306], [-7.24396, 26.34788, 7.91821], [-9.06397, 27.15442, 6.47090], [-7.65033, 28.20148, 6.81588], [-9.50637, 29.68165, 5.65857], [-8.33400, 30.46667, 6.74234], [-10.01611, 30.76418, 6.91601]],
  "forces_ev_per_angstrom": [[-1.74, -0.50, 0.19], [0.31, 0.92, -0.32], [-2.23, -3.56, 1.04], [0.89, 1.10, -4.15], [-1.96, 2.80, 1.39], [4.41, -0.99, 2.16], [-0.84, 0.94, -0.31], [5.11, -1.34, 0.15], [-0.80, 2.23, 3.59], [-0.88, 1.84, -2.98], [-2.08, -3.61, 0.24], [0.11, 0.65, 0.11], [1.92, 4.06, 0.71], [-2.56, -0.59, 3.21], [-1.39, 0.17, -4.27], [2.56, -3.57, -0.07], [-0.28, -1.03, 0.72], [-2.44, -1.22, -4.12], [2.88, -3.40, 0.92], [1.90, 3.52, -0.79], [-2.78, 0.74, 3.46], [0.12, -0.38, -0.37], [-0.99, 0.41, -0.61], [0.42, -0.95, 2.16], [1.64, -1.37, 0.49], [-0.80, 1.28, -0.51], [2.18, -0.52, -0.39], [-0.89, 0.37, 0.23], [1.79, -1.02, -1.29], [-2.80, 0.14, 0.29], [0.44, 0.02, 0.22], [-0.27, -0.21, -0.22], [0.19, 0.48, 0.00], [0.57, 0.47, -1.11], [-0.36, 0.81, 0.22], [0.09, -0.28, 0.20], [0.06, 0.12, 0.36], [0.01, -1.05, -0.78], [-0.11, 0.35, 0.03], [-0.25, 0.36, 0.29], [-0.41, -0.73, -0.64], [0.03, 1.27, -0.08], [-0.31, 0.47, -0.07], [0.38, 0.07, 0.15], [0.72, -0.22, -0.17], [-1.65, -0.86, 0.41], [-0.31, 1.62, 1.64], [-0.90, -0.85, -0.18], [-0.37, -0.68, 0.14], [-1.23, 0.81, -0.58], [-0.65, -2.23, 1.17], [1.28, 0.77, 1.22], [0.36, 0.65, -2.96], [-0.49, 0.31, 1.70], [0.91, 0.11, -0.06], [-0.13, 0.08, -0.37], [0.41, 0.54, -0.36], [0.23, 0.22, -1.63], [1.22, 0.62, 0.61], [0.36, -0.03, -0.22], [0.00, -0.22, 0.21], [-0.14, 0.53, 0.29], [-0.06, 0.00, 0.59], [0.27, -0.08, -0.53], [-0.50, 0.48, -0.17], [-0.19, 0.74, -0.88], [-0.02, -0.79, 0.25], [0.31, -0.36, 0.05], [-0.29, -0.42, 0.38]],
  "mulliken_charge": [0.683, 2.009, -0.220, -0.318, -0.752, -1.093, 1.924, -1.214, -0.262, -0.506, -0.274, 0.886, -0.582, -0.296, -0.252, -0.520, 1.718, -0.822, -0.449, -0.211, -0.539, -0.833, 0.172, -0.893, -0.497, 0.310, -0.806, -1.001, 0.376, -0.696, 0.241, 0.361, 0.029, 0.398, 0.391, -0.022, 0.530, -0.129, 0.363, 0.351, 0.295, 0.581, -0.203, 0.383, 0.413, -1.100, 0.262, -0.784, -1.094, 0.136, -0.801, -0.746, -0.053, -1.048, 0.379, 0.330, 0.105, 0.436, 0.504, 0.403, 0.378, 0.221, 0.241, 0.483, 0.234, 0.495, 0.388, 0.447, 0.160]
}

***

[2]
{
  "formula": "C43H36BaN7O3S",
  "method": "ωB97M-V/def2-TZVPD",
  "e_above_lowest_kcal_mol": 20.1,
  "e_tot_ha": -2693.01592,
  "homo_lumo_gap_ev": 6.01,
  "lumo_ev": 1.883,
  "fmax_ev_per_a": 2.884,
  "charge": -1,
  "elements": ["Ba", "C", "O", "C", "N", "C", "C", "C", "C", "C", "C", "C", "C", "C", "C", "C", "C", "N", "C", "N", "C", "C", "O", "C", "C", "C", "C", "C", "C", "H", "H", "H", "H", "H", "H", "H", "H", "H", "H", "H", "H", "H", "H", "H", "H", "H", "H", "H", "N", "C", "S", "N", "N", "C", "C", "C", "C", "C", "C", "C", "O", "H", "H", "H", "H", "H", "H", "H", "N", "C", "C", "C", "C", "C", "C", "C", "C", "C", "C", "C", "C", "H", "H", "H", "H", "H", "H", "H", "H", "H", "H"],
  "positions_angstrom": [[-0.27815, 0.37190, 0.75496], [-2.18612, -3.70891, 2.88799], [-3.02852, -3.30015, 1.80187], [-2.28742, -2.44088, 1.04914], [-1.11531, -2.17872, 1.44607], [-0.89572, -2.86591, 2.70744], [0.33814, -3.72784, 2.76131], [0.81397, -4.12163, 4.00905], [1.88486, -4.99466, 4.10524], [2.49037, -5.47847, 2.95250], [2.02708, -5.07488, 1.71005], [0.95467, -4.19885, 1.61014], [-2.93229, -1.87600, -0.14077], [-4.25431, -2.20148, -0.43280], [-4.85530, -1.60962, -1.52906], [-4.10538, -0.75880, -2.31774], [-2.77732, -0.52556, -1.97197], [-2.20323, -1.05060, -0.89148], [-1.93671, 0.30214, -2.84501], [-0.77178, 0.70737, -2.58134], [-0.26543, 1.42708, -3.73974], [-1.46857, 1.40740, -4.72516], [-2.45837, 0.61259, -4.06154], [0.99242, 0.79387, -4.29798], [1.73949, 1.48948, -5.24442], [2.88257, 0.92725, -5.78925], [3.29737, -0.33404, -5.38300], [2.56792, -1.02180, -4.42620], [1.41881, -0.46276, -3.88531], [-1.98780, -4.77812, 2.79217], [-2.69803, -3.52006, 3.83138], [-0.81999, -2.11383, 3.48600], [0.35419, -3.72117, 4.90603], [2.25146, -5.29753, 5.07838], [3.32944, -6.15964, 3.02885], [2.50610, -5.44315, 0.81046], [0.60667, -3.85810, 0.64285], [-4.78511, -2.89845, 0.19892], [-5.88903, -1.81602, -1.77202], [-4.52188, -0.26421, -3.18272], [-0.03586, 2.45657, -3.45162], [-1.21707, 0.93886, -5.67656], [-1.87628, 2.40382, -4.89496], [1.42317, 2.48381, -5.54317], [3.46173, 1.48430, -6.51571], [4.19552, -0.76913, -5.80348], [2.90153, -1.99022, -4.07602], [0.87558, -0.98592, -3.10933], [3.93930, -2.40346, 1.23382], [3.04315, -1.34658, 1.13402], [2.15019, -1.25192, -0.34997], [2.95083, -0.59938, 2.18333], [2.44824, 0.65295, 2.12761], [1.60658, 1.05500, 3.00238], [0.90366, 0.30407, 4.07108], [1.55455, -0.19308, 5.18784], [0.85101, -0.78634, 6.23099], [-0.53330, -0.85821, 6.14755], [-1.20322, -0.39382, 5.02818], [-0.51056, 0.17355, 3.93084], [-1.09893, 0.49367, 2.81773], [3.69064, -3.19468, 0.66743], [4.19361, -2.63227, 2.18390], [1.37224, 2.11841, 2.93378], [2.63205, -0.09354, 5.25035], [1.37253, -1.16368, 7.10183], [-1.09785, -1.29325, 6.96635], [-2.28361, -0.47044, 4.95433], [1.44335, 2.09219, -0.94955], [1.42165, 3.47877, -1.00847], [2.62080, 4.18738, -0.89876], [2.65560, 5.56818, -0.96575], [1.47718, 6.27724, -1.13824], [0.27897, 5.58268, -1.21254], [0.20952, 4.18855, -1.15099], [-1.14388, 3.54985, -1.17879], [-2.07326, 4.07358, -2.09254], [-3.40386, 3.68569, -2.06391], [-3.81721, 2.78828, -1.08915], [-2.87441, 2.21548, -0.23995], [-1.50595, 2.52459, -0.27570], [2.33868, 1.65628, -1.11602], [0.70428, 1.63684, -1.46735], [3.54084, 3.63074, -0.75449], [3.59994, 6.09135, -0.87463], [1.48438, 7.35877, -1.20046], [-0.64575, 6.14033, -1.28624], [-1.74668, 4.79550, -2.83732], [-4.10926, 4.09209, -2.78074], [-4.86806, 2.51988, -1.00412], [-3.23002, 1.48943, 0.49992]],
  "forces_ev_per_angstrom": [[1.31, 0.09, -2.57], [0.27, -0.07, 0.15], [-0.40, 0.20, -0.35], [0.54, -0.39, 0.76], [-0.24, -0.28, -0.38], [-0.10, -0.38, 0.16], [0.05, 0.01, -0.08], [0.02, 0.05, -0.02], [0.01, -0.03, 0.00], [0.04, -0.03, 0.05], [-0.02, -0.05, -0.03], [-0.09, -0.02, 0.00], [-0.47, 0.08, -0.41], [0.01, -0.03, 0.09], [0.09, 0.00, -0.02], [0.03, 0.05, -0.03], [-0.33, -0.30, 0.15], [-0.24, -0.19, -0.17], [0.49, 0.46, -0.35], [0.01, -0.34, 0.27], [-0.09, 0.03, -0.37], [0.34, 0.23, -0.02], [-0.29, -0.22, 0.14], [-0.02, -0.04, 0.10], [-0.07, 0.00, 0.00], [0.00, 0.08, -0.02], [0.01, -0.02, -0.02], [0.05, -0.05, -0.01], [-0.03, 0.07, 0.01], [-0.04, 0.02, -0.04], [-0.03, 0.07, -0.06], [0.00, 0.07, 0.10], [0.01, 0.03, 0.01], [0.00, 0.03, 0.00], [-0.01, 0.01, -0.02], [-0.01, 0.02, -0.02], [0.06, 0.02, -0.01], [0.01, 0.04, 0.04], [-0.01, -0.01, 0.01], [0.02, -0.03, -0.02], [-0.03, -0.01, 0.06], [-0.06, -0.03, 0.02], [-0.06, -0.04, 0.04], [0.04, 0.00, -0.01], [-0.01, -0.02, -0.01], [0.00, 0.00, 0.03], [0.00, 0.02, 0.02], [0.00, -0.02, -0.01], [0.07, 0.02, 0.07], [-0.26, 0.05, -0.11], [0.37, -0.03, -0.35], [0.33, -0.47, 0.85], [-0.13, 0.41, -0.52], [0.37, 0.02, 0.19], [-0.17, -0.06, -0.02], [0.01, 0.01, 0.10], [0.10, 0.02, 0.02], [-0.04, -0.05, -0.01], [-0.09, 0.12, -0.11], [0.25, -0.23, 0.65], [-0.98, 0.30, 2.63], [-0.03, -0.04, -0.02], [-0.04, 0.03, 0.02], [-0.15, -0.05, -0.13], [0.00, -0.04, -0.05], [0.00, 0.01, -0.01], [-0.02, 0.01, -0.02], [0.01, 0.01, 0.00], [-0.02, 0.05, -0.08], [-0.12, 0.15, -0.05], [0.11, -0.05, 0.03], [-0.04, 0.03, 0.01], [-0.02, 0.06, -0.02], [0.12, -0.08, 0.01], [0.01, 0.07, 0.07], [-0.43, -0.01, -0.19], [0.26, 0.01, -0.01], [-0.07, -0.04, -0.01], [-0.20, -0.21, 0.03], [0.17, 0.17, -0.14], [-0.01, 0.83, -0.01], [0.01, -0.06, 0.13], [0.00, 0.01, -0.01], [-0.03, -0.03, -0.03], [0.02, -0.03, -0.02], [0.00, -0.01, 0.05], [-0.06, -0.03, -0.02], [-0.02, 0.03, -0.01], [-0.01, 0.02, 0.03], [0.01, 0.01, -0.04], [-0.06, -0.02, -0.06]],
  "mulliken_charge": [1.189, -0.517, -0.513, -0.171, 0.516, 2.274, -0.165, -0.221, -0.806, -0.441, -0.827, 0.076, 0.513, -0.709, -0.726, -0.884, 0.448, 0.204, -0.448, 0.242, 0.952, -0.558, -0.519, -0.302, -0.348, -0.746, -0.388, -0.827, -0.014, 0.325, 0.335, -1.726, 0.344, 0.399, 0.385, 0.460, 0.219, 0.478, 0.411, 0.537, 0.051, 0.369, 0.409, 0.402, 0.384, 0.380, 0.392, 0.319, -0.468, 0.331, -0.271, -0.591, 0.031, -1.472, 1.262, -0.240, -0.816, -0.522, -0.395, 0.005, -0.961, 0.205, 0.267, 0.390, 0.429, 0.393, 0.372, 0.440, 0.967, 0.420, -0.761, -0.497, -0.806, -0.617, 0.429, 0.362, -0.395, -0.953, -0.660, -0.463, 0.104, 0.216, -1.163, 0.382, 0.387, 0.374, 0.460, 0.463, 0.367, 0.409, 0.431]
}